Entry 1:
DFT (ωB97M-V with the def2-TZVPD basis set) results for one molecule with the formula C4H8N4.

Structure (ORCA input):
```
! RIJCOSX wB97M-V def2-TZVPD def2/J DEFGRID3
* xyz 0 1
H 1.33219 1.87250 -1.69563
N 1.38943 1.79732 -0.71364
C 0.70257 0.87881 -0.13849
N 0.40371 0.70489 1.27520
N -0.28663 -0.56531 1.61615
C 0.18973 -1.22000 0.42234
C -0.27038 -1.71416 -0.89252
C -0.19330 -0.25137 -0.73329
N -1.57719 0.21896 -0.70204
H 1.07439 0.81025 2.05994
H -1.28485 -0.35197 1.46501
H 1.23514 -1.23444 0.49501
H 0.39148 -2.26549 -1.61365
H -1.36607 -1.93516 -0.98894
H -1.87277 0.59019 -1.63727
H -1.58642 1.26347 -0.36243
*
```

Calculated values
Kohn-Sham gap (eV): 8.94
LUMO (eV): 0.918
SMILES string: [H]/N=C1/NN[C@H]2C[C@]12N
Max |F| (eV Å⁻¹): 4.47

Entry 2:
DFT (ωB97M-V with the def2-TZVPD basis set) results for an isolated ion of composition C5H8NO2 and charge +1.

Structure (ORCA input):
```
! RIJCOSX wB97M-V def2-TZVPD def2/J DEFGRID3
* xyz 1 1
O -2.80265 0.58454 -0.11333
C -1.75714 0.07228 0.05269
O -1.45345 -1.18859 -0.13585
C -0.16757 -1.69639 0.19327
C 0.94379 -0.81949 -0.37839
N 0.87721 0.51045 0.25321
C 0.36427 1.67255 -0.47386
C -0.45736 1.02038 0.55795
H -0.13421 -2.69411 -0.24949
H -0.07845 -1.79309 1.28243
H 1.91626 -1.27607 -0.19017
H 0.80531 -0.71471 -1.45762
H 1.61585 0.68497 0.93543
H 0.12687 1.51805 -1.51961
H 0.83712 2.62455 -0.26978
H -0.63586 1.49469 1.51311
*
```

Calculated values
Kohn-Sham gap (eV): 11.48
LUMO (eV): -3.585
SMILES string: O=C1OCC[N@H+]2C[C@@H]12
Max |F| (eV Å⁻¹): 3.20

Entry 3:
DFT (ωB97M-V with the def2-TZVPD basis set) results for a 2-piece molecular cluster, C3H9NO2 overall.

Structure (ORCA input):
```
! RIJCOSX wB97M-V def2-TZVPD def2/J DEFGRID3
* xyz 0 1
N -2.73334 0.08588 -0.93828
C -1.76661 0.62779 -0.04839
C -0.32334 0.29122 -0.50615
C 0.62293 0.18161 0.66201
O 1.39346 1.07564 0.88582
H -2.40076 0.09734 -1.88739
H -3.71887 0.22946 -0.83076
H -1.85986 1.72701 0.01951
H -1.80685 0.31661 1.00531
H 0.07060 0.92988 -1.29000
H -0.40238 -0.74114 -0.90494
H 0.53379 -0.68720 1.37192
O 2.63123 -1.83409 0.26835
H 3.35758 -1.46458 -0.23592
H 1.86708 -1.90347 -0.32483
*
```

Calculated values
Kohn-Sham gap (eV): 10.03
LUMO (eV): 0.817
SMILES string: NCCC=O.O
Max |F| (eV Å⁻¹): 2.06

Entry 4:
DFT (ωB97M-V with the def2-TZVPD basis set) results for C34H33BF4GaIN3O2SbTe as an isolated structure.

Structure (ORCA input):
```
! RIJCOSX wB97M-V def2-TZVPD def2/J DEFGRID3
* xyz 0 1
Ga 0.30067 1.29936 0.00762
C -0.24426 -3.42153 -4.48159
C -0.56506 -3.38190 -2.97524
C -1.84001 -3.75150 -2.46715
C -2.13741 -3.62331 -1.08115
C -0.99269 -3.31714 -0.22938
C 0.20804 -3.03350 -0.82858
N 0.47005 -3.13158 -2.11382
Sb 1.82890 -2.28260 0.51740
C 2.04863 -4.19642 1.66235
C 1.59377 -5.40060 1.15273
C 1.83770 -6.59013 1.89096
C 2.33594 -6.44143 3.17681
C 2.79720 -5.18798 3.55822
C 3.61137 -4.86316 4.81285
N 2.57820 -4.03391 2.84479
C 0.55229 -0.93488 1.84314
C 0.11807 -1.64043 2.98924
C -0.58460 -1.00135 4.02045
C -0.60257 0.39421 4.04827
C -0.10979 1.05617 2.95692
C 0.13468 2.57169 2.94701
N 0.21922 0.39457 1.78507
H -0.89218 -4.13466 -4.94765
H 0.81125 -3.72554 -4.51580
H -0.41870 -2.43973 -4.97044
H -2.59705 -3.92423 -3.19036
H -3.12655 -3.64946 -0.72204
H -0.94179 -3.07519 0.81222
H 1.09496 -5.45666 0.17264
H 1.69954 -7.62889 1.51589
H 2.51702 -7.20479 3.92987
H 4.28210 -4.00123 4.47115
H 4.29149 -5.60352 5.27641
H 2.88222 -4.56026 5.56378
H 0.40132 -2.69644 3.09808
H -0.90181 -1.54069 4.85132
H -1.07107 1.01973 4.78935
H -0.56993 3.04391 3.68007
H -0.02186 3.09329 2.03255
H 1.18987 2.70588 3.20987
C -4.32138 7.23061 0.88089
C -3.95488 5.82583 0.50674
C -3.08396 5.58453 -0.56865
C -2.75709 4.26276 -0.94322
C -1.97243 4.01144 -2.26834
C -3.15523 3.19820 -0.13103
Te -2.49480 1.20147 -0.42291
C -4.12183 3.41880 0.91773
C -4.81368 2.21565 1.52312
C -4.40783 4.75348 1.24847
H -4.61162 7.25375 1.91545
H -5.13445 7.57410 0.22784
H -3.47865 7.87519 0.70912
H -2.60926 6.43803 -1.10662
H -0.98599 3.46602 -2.11214
H -1.78713 4.99440 -2.70891
H -2.62347 3.41088 -2.87173
H -3.95576 1.72376 2.12663
H -5.18785 1.53864 0.74469
H -5.63458 2.53234 2.25927
H -5.02603 5.04250 2.10947
I 4.70133 0.03030 -7.67172
C 3.81709 0.17904 -5.75406
C 2.87539 1.26807 -5.59228
C 2.08256 1.35590 -4.46089
C 2.24619 0.51914 -3.36809
C 3.20680 -0.53545 -3.45177
C 4.03362 -0.62077 -4.59796
C 1.36963 0.76948 -2.16133
O 0.61419 1.76600 -2.05657
O 1.44186 -0.03179 -1.13455
H 2.60224 1.90058 -6.47278
H 1.33283 2.14431 -4.51265
H 3.32153 -1.33403 -2.71166
H 4.72118 -1.47125 -4.74653
F 2.93852 2.66295 2.44215
B 3.22134 2.15640 1.17549
F 1.81393 2.39837 0.36076
F 3.43495 0.74689 1.06681
F 4.15558 2.83930 0.51793
*
```

Calculated values
Kohn-Sham gap (eV): 6.95
LUMO (eV): -0.661
Max |F| (eV Å⁻¹): 3.87